(a)
Computed, not measured: a gas-phase ion, C10H22N3S (charge +1), with the ωB97M-V functional and the def2-TZVPD basis.

The geometry in XYZ format:
```
36
Properties=species:S:1:pos:R:3:lowdin_charge:R:1
C 4.12154 1.58792 0.30945 -0.091
C 3.45002 0.47611 1.10817 -0.201
C 2.65518 -0.53361 0.26858 -0.396
C 3.49818 -1.23439 -0.79374 -0.030
N 1.53498 0.13613 -0.36863 0.074
C 0.27445 -0.25430 -0.35073 -0.715
S -0.25146 -1.64061 0.42551 0.820
N -0.61271 0.60786 -1.02080 -0.141
C -1.05671 1.75518 -0.25758 -0.116
C -2.04309 1.31787 0.85354 -0.098
N -2.67545 0.03150 0.48961 -0.235
C -3.79740 -0.30115 1.36922 0.000
C -3.02918 0.03220 -0.94030 -0.100
C -1.71705 -0.00199 -1.74589 -0.144
H 4.65484 2.24580 0.99012 0.081
H 3.39966 2.19455 -0.23493 0.065
H 4.84280 1.18515 -0.39510 0.073
H 2.77704 0.91677 1.84805 0.113
H 4.21346 -0.07984 1.65261 0.120
H 2.23400 -1.28681 0.94284 0.098
H 3.83369 -0.53323 -1.55284 0.080
H 4.36712 -1.68990 -0.32907 0.093
H 2.91826 -2.01603 -1.27850 0.084
H 1.77027 0.94640 -0.92898 0.158
H -1.53591 2.44672 -0.95352 0.135
H -0.19952 2.26094 0.18724 0.132
H -1.51707 1.17781 1.79975 0.137
H -2.81804 2.07498 0.99429 0.140
H -1.87832 -0.75115 0.58075 -0.001
H -3.46865 -0.28391 2.40641 0.111
H -4.60955 0.41435 1.24098 0.112
H -4.16232 -1.29947 1.13671 0.111
H -3.63306 -0.84662 -1.16567 0.140
H -3.61794 0.92549 -1.16224 0.142
H -1.84258 0.54597 -2.68396 0.135
H -1.44089 -1.02869 -1.98859 0.115
```

Values from the calculation:
- lowest unoccupied orbital energy (Eh) = -0.0954
- HOMO (Eh) = -0.4541
- total charge = +1
- frontier orbital gap (eV) = 9.760



(b)
Computed, not measured: a gas-phase ion, C10H22N3S (charge +1), with the ωB97M-V functional and the def2-TZVPD basis.

The geometry in XYZ format:
```
36
Properties=species:S:1:pos:R:3:lowdin_charge:R:1
C -2.27769 1.16827 -1.60843 -0.087
C -2.14577 -0.21155 -2.25398 -0.220
C -0.76721 -0.83800 -2.01118 -0.336
C -0.51224 -2.00300 -2.95686 -0.056
C -0.61162 -1.17850 -0.52330 -0.227
C -0.34409 -2.62056 -0.09308 -0.084
N 0.24701 -2.41236 1.26040 0.113
C 0.80560 -1.15935 1.24966 -0.340
N 1.43747 -0.64187 2.27100 0.127
C 1.95952 0.72844 2.26053 -0.171
C 0.89066 1.76597 2.56825 -0.260
C 1.27410 3.15161 2.04591 -0.525
S 1.25173 3.16374 0.22714 0.742
N 0.62666 -0.53562 0.05583 0.178
H -1.89710 1.18498 -0.58527 0.054
H -1.70291 1.89171 -2.18124 0.081
H -3.31177 1.49264 -1.55857 0.080
H -2.91683 -0.88904 -1.88639 0.120
H -2.29107 -0.09327 -3.32490 0.117
H -0.03801 -0.05758 -2.23577 0.141
H 0.42774 -2.50527 -2.74686 0.075
H -1.32253 -2.72797 -2.93444 0.093
H -0.43567 -1.62412 -3.97208 0.089
H -1.47892 -0.84881 0.04796 0.146
H 0.33512 -3.14769 -0.75399 0.118
H -1.23835 -3.22247 0.02068 0.135
H 0.91549 -3.12494 1.52709 0.155
H 1.57223 -1.23981 3.06885 0.170
H 2.73475 0.78435 3.01687 0.136
H 2.42574 0.89620 1.29339 0.104
H 0.74150 1.83713 3.64337 0.120
H -0.07858 1.50450 2.13945 0.105
H 2.25631 3.42627 2.41424 0.084
H 0.53831 3.86926 2.38730 0.071
H 2.43066 3.74405 -0.00010 -0.130
H 0.49977 0.47267 0.12852 0.084
```

Values from the calculation:
- lowest unoccupied orbital energy (Eh) = -0.0935
- HOMO (Eh) = -0.4564
- total charge = +1
- frontier orbital gap (eV) = 9.874



The most stable of them is (b).



(a)
Computed, not measured: a gas-phase ion, C5H11NO2 (charge +1), with the ωB97M-V functional and the def2-TZVPD basis.

The geometry in XYZ format:
```
19
Properties=species:S:1:pos:R:3:lowdin_charge:R:1
C 1.24039 1.96561 -1.43270 -0.050
C 1.82962 0.63463 -0.96638 -0.200
N 0.88076 -0.37124 -0.62112 0.213
C 0.51403 0.04702 1.90205 -0.026
C -0.00520 0.09177 0.50992 -0.300
C -1.20120 -0.78459 0.33961 -0.387
O -2.30308 -0.05297 -0.24622 0.065
O -1.24952 -2.00103 0.53702 0.137
H 0.18076 1.99706 -1.26180 0.061
H 1.32802 2.29400 -2.52081 0.124
H 1.78809 2.71891 -0.84112 0.099
H 2.38235 0.11600 -1.81103 0.155
H 2.63907 0.66089 -0.06151 0.219
H 1.19811 -1.34044 -0.50874 0.191
H 1.35320 0.72077 2.31909 0.128
H -0.36217 0.45827 2.42052 0.115
H 0.85264 -0.98888 2.27133 0.133
H -0.22379 1.22565 0.30387 0.173
H -3.14669 -0.55824 -0.40335 0.152
```

Values from the calculation:
- spin multiplicity = 2
- lowest unoccupied orbital energy (alpha / beta) (Eh) = -0.1154 / -0.3051
- HOMO (alpha / beta) (Eh) = -0.5568 / -0.5557
- total charge = +1
- frontier orbital gap (alpha / beta) (eV) = 12.011 / 6.818



(b)
Computed, not measured: 2 unconnected molecules or ions with the total composition C5H11NO2, with the ωB97M-V functional and the def2-TZVPD basis.

The geometry in XYZ format:
```
19
Properties=species:S:1:pos:R:3:lowdin_charge:R:1
C -1.36839 -0.41901 0.34665 -0.157
C 0.15459 -0.69783 0.52833 -0.379
C 0.62293 -1.47687 -0.77006 -0.009
C 0.40215 -1.49175 1.79025 -0.037
N -1.89246 -1.70950 0.07584 0.393
C 0.80451 2.34164 -0.97558 -0.264
O 1.79970 1.61413 -0.49320 0.199
O -0.45970 2.20929 -0.66671 -0.025
H -1.67762 -0.09543 1.33732 0.176
H -1.61061 0.27444 -0.49144 0.182
H 0.57654 0.27928 0.44166 0.074
H -0.14416 -2.26483 -0.82884 0.079
H 1.53416 -1.85247 -0.57064 0.040
H 0.67677 -0.73519 -1.66499 0.127
H 0.23495 -0.90341 2.60584 0.050
H 1.43250 -1.89675 1.94463 0.122
H -0.35274 -2.29411 1.92532 0.102
H -2.91585 -1.81476 0.23021 0.154
H 1.07850 3.14526 -1.69816 0.171
```

Values from the calculation:
- spin multiplicity = 2
- lowest unoccupied orbital energy (alpha / beta) (Eh) = -0.3236 / -0.3310
- HOMO (alpha / beta) (Eh) = -0.5512 / -0.5480
- total charge = +1
- frontier orbital gap (alpha / beta) (eV) = 6.193 / 5.905



(c)
Computed, not measured: a gas-phase ion, C5H11NO2 (charge +1), with the ωB97M-V functional and the def2-TZVPD basis.

The geometry in XYZ format:
```
19
Properties=species:S:1:pos:R:3:lowdin_charge:R:1
C 1.70662 -0.61433 0.45283 -0.059
C 2.61481 0.66442 0.47823 -0.193
O 3.30591 0.87747 -0.76290 -0.053
C 0.49774 -0.23598 -0.34652 -0.368
N -0.71868 0.06654 0.25585 0.239
C -1.98119 0.36637 -0.36097 -0.160
C -3.08420 -0.57715 0.08330 -0.027
O 0.55359 -0.13611 -1.56481 0.223
H 2.28924 -1.34433 -0.11763 0.144
H 1.49871 -1.12114 1.39373 0.132
H 1.90490 1.50224 0.56580 0.122
H 3.45905 0.55036 1.15180 0.136
H 2.76978 0.48647 -1.48622 0.087
H -0.61749 0.24086 1.25876 0.195
H -2.21806 1.42305 -0.18795 0.163
H -1.74659 0.30174 -1.42797 0.136
H -3.27704 -1.33982 -0.66906 0.098
H -2.97700 -1.12819 1.01842 0.092
H -3.98009 0.01752 0.26530 0.095
```

Values from the calculation:
- spin multiplicity = 2
- lowest unoccupied orbital energy (alpha / beta) (Eh) = -0.1409 / -0.3382
- HOMO (alpha / beta) (Eh) = -0.5251 / -0.5241
- total charge = +1
- frontier orbital gap (alpha / beta) (eV) = 10.455 / 5.059



The most stable of them is (c).



(a)
Computed, not measured: 2 unconnected molecules or ions with the total composition C6H9N2O2, with the ωB97M-V functional and the def2-TZVPD basis.

The geometry in XYZ format:
```
19
Properties=species:S:1:pos:R:3:lowdin_charge:R:1
C -0.54567 2.26332 -2.78657 -0.066
C -0.66195 2.08095 0.77784 -0.219
C 0.52485 1.11969 -0.77572 -0.083
C -0.27037 2.09532 -1.32131 -0.384
N 0.32221 1.18206 0.57769 0.065
N -1.01763 2.67965 -0.33616 0.067
H 0.58794 0.38754 1.16442 0.111
H -1.03863 2.31880 1.75921 0.108
H 1.26035 0.46648 -1.22070 0.111
H 0.09418 3.01143 -3.26084 0.060
H -1.59340 2.53922 -2.92698 0.066
H -0.38778 1.30224 -3.27980 0.066
C 0.70390 -2.65548 -0.31150 -0.064
C 0.30023 -2.68589 1.17967 -0.791
O 0.46213 -1.58098 1.76390 -0.123
O -0.17493 -3.73555 1.64421 -0.080
H 1.70434 -2.24444 -0.45754 0.052
H -0.04748 -2.03348 -0.81006 0.053
H 0.59407 -3.59818 -0.85893 0.050
```

Values from the calculation:
- lowest unoccupied orbital energy (Eh) = 0.1314
- HOMO (Eh) = -0.1643
- total charge = -1
- frontier orbital gap (eV) = 8.045



(b)
Computed, not measured: a gas-phase ion, C6H9N2O2 (charge -1), with the ωB97M-V functional and the def2-TZVPD basis.

The geometry in XYZ format:
```
19
Properties=species:S:1:pos:R:3:lowdin_charge:R:1
C -1.18115 1.07757 -0.76849 -0.266
C -2.56610 0.55925 -0.98729 -0.110
C -0.47175 0.04137 0.15533 -0.186
C 1.63448 -1.52473 -0.22678 -0.085
C 1.83825 0.65171 1.12086 -0.107
C 1.26184 -0.08181 -0.04639 -0.322
N -1.78005 -0.93555 0.52595 0.086
N -2.77662 -0.42797 -0.06635 -0.490
O -0.77286 1.37023 0.57348 -0.087
O -3.89647 -0.91975 0.19567 -0.149
H -0.69337 1.51809 -1.57082 0.088
H -3.44357 1.21014 -1.37560 0.095
H 1.25826 -1.85793 -1.08905 0.035
H 1.34668 -2.15633 0.52731 0.053
H 2.72674 -1.40166 -0.21665 0.082
H 3.01123 0.72324 1.06388 0.110
H 1.58249 0.13877 2.00014 0.059
H 1.33143 1.60693 1.18058 0.063
H 1.59053 0.40843 -0.99579 0.130
```

Values from the calculation:
- lowest unoccupied orbital energy (Eh) = 0.1355
- HOMO (Eh) = -0.1044
- total charge = -1
- frontier orbital gap (eV) = 6.530



The most stable of them is (a).



(a)
Computed, not measured: 2 unconnected molecules or ions with the total composition C4H9O2P, with the ωB97M-V functional and the def2-TZVPD basis.

The geometry in XYZ format:
```
16
Properties=species:S:1:pos:R:3:lowdin_charge:R:1
C 0.97715 0.97664 0.52101 -0.193
C -0.74588 0.36996 -1.16539 -0.239
C -0.42255 0.23029 0.33814 -0.392
C -0.10878 -1.18379 0.84591 -0.072
O 1.00241 1.44460 -3.23696 -0.332
O 1.54402 1.21578 -0.77217 -0.258
P 0.84499 0.64355 -2.02599 0.500
H 0.98745 2.04403 1.04888 0.155
H 1.75859 0.35187 1.07688 0.124
H -1.30641 -0.54707 -1.55959 0.090
H -1.58560 1.53112 -1.59192 0.223
H -1.16452 0.81050 1.06739 0.166
H 0.54300 -1.07501 1.69852 0.075
H 0.37339 -1.69060 0.06760 0.065
H -1.00860 -1.63247 1.08861 0.056
H 1.24955 -0.61432 -2.25534 0.030
```

Values from the calculation:
- lowest unoccupied orbital energy (Eh) = 0.0242
- HOMO (Eh) = -0.3781
- frontier orbital gap (eV) = 10.947



(b)
Computed, not measured: a single C4H9O2P molecule, with the ωB97M-V functional and the def2-TZVPD basis.

The geometry in XYZ format:
```
16
Properties=species:S:1:pos:R:3:lowdin_charge:R:1
C 0.51179 -2.20181 -0.85893 -0.153
P 0.47454 -0.77677 0.13424 0.515
O 0.93975 -1.24530 1.48445 -0.337
C -1.08545 0.03935 0.10801 -0.248
C -0.80203 1.51517 0.43958 -0.175
C 0.72217 1.72310 0.14354 -0.200
O 1.35581 0.51808 -0.33581 -0.223
H -0.32222 -2.82179 -0.63938 0.053
H 1.36617 -2.74141 -0.51415 0.055
H 0.43372 -1.81027 -1.90469 0.079
H -1.78212 -0.38557 0.82108 0.098
H -1.52479 -0.06742 -0.90710 0.105
H -1.55700 2.20294 -0.01899 0.124
H -0.95750 1.55401 1.47442 0.081
H 1.02411 2.55788 -0.51208 0.121
H 1.20306 1.93982 1.08581 0.107
```

Values from the calculation:
- lowest unoccupied orbital energy (Eh) = 0.0290
- HOMO (Eh) = -0.3545
- frontier orbital gap (eV) = 10.436



The most stable of them is (b).